Record 1
Here is C28H24N3PPdSe2 as an isolated structure from OMol25. Energies are from wB97M-V/def2-TZVPD.

## Properties
2S+1   1
Kohn-Sham gap   7.4672 eV
Charge   0
Molecular weight   697.835 g/mol
E_HOMO   -0.2582 Ha
Max |F|   0.2 eV/A

Each line ends with the Löwdin charge.
Geometry (Å):
Pd 0.70 -0.03 -0.04  0.361
Se 2.23 3.57 -0.80  0.650
Se 4.08 2.35 -0.21  0.651
C 3.72 0.68 -1.10  -0.675
C 4.73 -0.28 -1.06  -0.120
C 4.49 -1.50 -1.68  -0.060
C 3.28 -1.71 -2.33  -0.061
C 2.35 -0.68 -2.32  -0.170
N 2.55 0.49 -1.70  -0.029
C 0.94 2.87 0.45  -0.688
C -0.26 3.53 0.60  -0.127
C -1.20 3.00 1.48  -0.092
C -0.91 1.84 2.16  -0.095
C 0.34 1.24 1.95  -0.214
N 1.28 1.77 1.13  -0.089
H 5.66 -0.08 -0.56  0.098
H 5.25 -2.27 -1.66  0.110
H 3.05 -2.64 -2.82  0.094
H 1.41 -0.78 -2.83  0.095
H -0.45 4.45 0.06  0.098
H -2.15 3.50 1.63  0.107
H -1.61 1.39 2.85  0.106
H 0.68 0.42 2.58  0.093
N -2.61 0.16 -0.28  0.100
C -3.03 -1.15 -0.37  -0.321
C -4.40 -1.41 -0.50  -0.043
C -4.87 -2.69 -0.67  -0.091
C -3.99 -3.77 -0.74  -0.098
C -2.64 -3.52 -0.60  -0.121
C -2.13 -2.23 -0.39  -0.306
P -0.35 -2.01 -0.05  0.976
C -0.15 -2.74 1.62  -0.350
C -1.14 -3.45 2.29  -0.070
C -0.90 -3.96 3.56  -0.080
C 0.33 -3.78 4.18  -0.090
C 1.32 -3.06 3.52  -0.085
C 1.08 -2.54 2.26  -0.140
C 0.36 -3.30 -1.15  -0.368
C 1.24 -4.28 -0.70  -0.079
C 1.81 -5.18 -1.59  -0.086
C 1.51 -5.11 -2.94  -0.100
C 0.63 -4.14 -3.40  -0.088
C 0.06 -3.24 -2.51  -0.124
H -3.23 0.83 0.13  0.088
H -1.62 0.34 -0.20  0.005
H -5.09 -0.57 -0.48  0.107
H -5.94 -2.86 -0.77  0.102
H -4.35 -4.77 -0.90  0.098
H -1.94 -4.35 -0.64  0.111
H -2.10 -3.60 1.83  0.094
H -1.69 -4.50 4.07  0.103
H 0.50 -4.18 5.16  0.101
H 2.28 -2.90 3.99  0.103
H 1.84 -1.96 1.75  0.089
H 1.47 -4.35 0.36  0.097
H 2.49 -5.94 -1.22  0.103
H 1.95 -5.81 -3.63  0.101
H 0.38 -4.08 -4.45  0.105
H -0.63 -2.49 -2.87  0.113

***

Record 2
Here is an isolated molecule of C17H17NO5 in a non-equilibrium geometry from OMol25. Energies are from wB97M-V/def2-TZVPD.

## Properties
2S+1   1
Kohn-Sham gap   9.3871 eV
Charge   0
SMILES   CCc1ccc(C(=O)COC(=O)CNC(=O)c2ccco2)cc1
Molecular weight   315.325 g/mol
E_HOMO   -0.3334 Ha
Max |F|   1.3 eV/A

Each line ends with the Löwdin charge.
Geometry (Å):
C -0.66 3.11 5.27  -0.092
H 0.21 2.70 5.79  0.075
H -1.45 3.28 5.99  0.069
H -0.37 4.07 4.84  0.075
C -1.13 2.15 4.18  -0.213
C -0.03 1.92 3.18  -0.240
C 0.90 0.90 3.38  -0.020
C 1.94 0.71 2.49  0.005
C 2.06 1.54 1.36  -0.162
C 1.14 2.57 1.17  -0.018
C 0.12 2.75 2.08  -0.025
H -0.58 3.56 1.93  0.117
H 1.24 3.24 0.33  0.120
C 3.17 1.26 0.43  -0.346
O 4.23 0.80 0.78  0.118
C 2.94 1.60 -1.05  -0.066
H 3.53 0.90 -1.65  0.145
O 1.57 1.56 -1.45  -0.002
C 0.92 0.42 -1.22  -0.466
O 1.42 -0.56 -0.73  0.149
C -0.54 0.53 -1.61  -0.055
N -1.19 -0.74 -1.48  0.088
C -1.88 -1.28 -2.52  -0.428
O -2.14 -0.67 -3.54  0.077
C -2.33 -2.66 -2.29  -0.185
C -3.07 -3.49 -3.09  0.013
C -3.21 -4.70 -2.39  -0.049
C -2.54 -4.53 -1.21  -0.105
O -2.01 -3.30 -1.14  0.050
H -2.38 -5.18 -0.38  0.124
H -3.73 -5.58 -2.71  0.103
H -3.46 -3.24 -4.06  0.120
H -0.86 -1.34 -0.74  0.139
H -1.00 1.29 -0.97  0.141
H -0.63 0.86 -2.65  0.139
H 3.28 2.62 -1.25  0.145
H 2.66 -0.08 2.63  0.124
H 0.81 0.25 4.23  0.117
H -2.00 2.58 3.68  0.110
H -1.42 1.20 4.63  0.110

***

Record 3
Here is C4H4O2Sr as an isolated structure in a non-equilibrium geometry from OMol25. Energies are from wB97M-V/def2-TZVPD.

## Properties
2S+1   2
Kohn-Sham gap (spin up / spin down)   11.0044 / 8.8783 eV
Charge   +3
Molecular weight   171.694 g/mol
E_HOMO (spin up / spin down)   -0.8799 / -0.8986 Ha
Max |F|   2.2 eV/A

Each line ends with the Löwdin charge.
Geometry (Å):
H 0.29 -1.55 -1.62  0.165
O -3.14 0.53 -0.32  0.479
C -2.32 -0.10 0.10  0.095
C -1.28 -0.88 0.64  0.236
C 0.11 -0.65 0.17  -0.379
C 0.78 -1.69 -0.62  0.073
H -1.58 -1.65 1.37  0.201
H 0.52 -2.67 -0.20  0.152
H 1.86 -1.53 -0.68  0.122
O 0.63 0.32 0.74  -0.110
Sr 2.51 1.84 1.10  1.966

***

Record 4
Here is C46H55ClF4KN7O2S as an isolated structure in a non-equilibrium geometry from OMol25. Energies are from wB97M-V/def2-TZVPD.

## Properties
2S+1   2
Kohn-Sham gap (spin up / spin down)   3.3852 / 5.2923 eV
Charge   -1
Molecular weight   920.603 g/mol
E_HOMO (spin up / spin down)   -0.0586 / -0.1287 Ha
Max |F|   1.1 eV/A

Each line ends with the Löwdin charge.
Geometry (Å):
K 1.05 0.88 -0.50  0.714
C 1.50 4.20 -3.55  -0.077
C 1.67 4.88 -2.20  -0.243
N 2.08 4.01 -1.10  -0.170
C 1.94 4.72 0.17  -0.260
C 0.50 5.04 0.55  -0.093
C 3.46 3.51 -1.21  -0.180
C 3.74 2.46 -2.29  -0.258
N 2.69 1.47 -2.32  -0.075
C 2.78 0.42 -3.14  -0.222
C 1.66 -0.46 -3.23  -0.175
F 0.53 -0.10 -2.55  -0.094
C 1.64 -1.61 -3.96  -0.249
F 0.52 -2.37 -3.96  0.064
C 2.72 -2.01 -4.73  0.021
C 3.80 -1.15 -4.72  -0.245
F 4.88 -1.46 -5.47  0.056
C 3.84 0.01 -3.99  -0.143
F 4.97 0.77 -4.09  0.041
H 0.79 4.76 -4.16  0.065
H 1.14 3.18 -3.41  0.071
H 2.44 4.14 -4.11  0.060
H 0.71 5.31 -1.92  0.090
H 2.38 5.73 -2.28  0.116
H 2.54 5.66 0.16  0.119
H 2.38 4.09 0.95  0.095
H 0.07 5.83 -0.06  0.061
H 0.46 5.37 1.59  0.065
H -0.12 4.14 0.45  0.071
H 3.71 3.06 -0.25  0.093
H 4.16 4.36 -1.37  0.122
H 4.72 2.03 -2.02  0.103
H 3.90 2.95 -3.26  0.093
H 2.72 -2.93 -5.30  0.117
C -3.04 4.36 0.37  -0.113
C -3.37 3.28 1.18  -0.095
C -3.87 2.11 0.62  -0.094
C -4.05 2.03 -0.75  -0.099
C -3.72 3.10 -1.56  -0.086
C -3.21 4.27 -1.00  -0.094
H -2.64 5.27 0.81  0.096
H -3.23 3.35 2.26  0.097
H -4.11 1.27 1.26  0.097
H -4.44 1.11 -1.19  0.094
H -3.85 3.02 -2.64  0.102
H -2.95 5.10 -1.64  0.099
C -3.12 -4.97 -2.51  -0.032
C -4.33 -5.26 -1.61  -0.506
C -4.17 -6.66 -1.00  -0.040
C -5.57 -5.27 -2.52  -0.050
C -4.52 -4.22 -0.46  -0.424
O -5.79 -4.45 0.19  -0.034
C -3.47 -4.27 0.67  -0.104
C -1.96 -4.34 0.40  -0.134
C -1.20 -4.18 1.70  -0.217
C -0.45 -3.04 1.95  -0.069
C 0.22 -2.88 3.16  -0.093
C 0.12 -3.87 4.13  -0.667
Cl 0.95 -3.67 5.65  0.613
C -0.62 -5.02 3.90  -0.121
C -1.27 -5.17 2.69  -0.044
C -4.75 -2.78 -0.93  -0.053
N -3.60 -1.97 -1.29  -0.108
C -2.80 -1.25 -0.49  -0.175
N -1.94 -0.57 -1.20  0.111
C -2.27 -0.90 -2.48  -0.196
N -3.28 -1.74 -2.59  0.104
H -3.13 -5.69 -3.33  0.091
H -2.17 -5.06 -2.00  0.075
H -3.18 -3.97 -2.95  0.062
H -3.96 -7.37 -1.81  0.088
H -5.08 -7.01 -0.50  0.085
H -3.34 -6.72 -0.29  0.076
H -5.56 -6.17 -3.13  0.085
H -5.56 -4.41 -3.21  0.084
H -6.50 -5.24 -1.95  0.082
H -5.79 -5.35 0.53  0.084
H -3.73 -5.12 1.31  0.112
H -3.66 -3.39 1.30  0.121
H -1.62 -3.58 -0.30  0.108
H -1.70 -5.31 -0.04  0.104
H -0.31 -2.30 1.17  0.025
H 0.83 -2.01 3.33  0.105
H -0.67 -5.78 4.67  0.096
H -1.84 -6.08 2.51  0.111
H -5.25 -2.29 -0.09  0.135
H -5.44 -2.76 -1.77  0.126
H -2.87 -1.26 0.59  0.137
H -1.73 -0.53 -3.34  0.109
S 2.51 -3.09 -0.29  0.347
C 1.44 -1.95 0.05  -0.764
C 3.68 2.39 5.20  -0.012
N 2.95 3.01 4.09  -0.082
N 2.68 2.12 3.05  0.052
C 1.37 2.27 2.62  -0.425
O 0.90 1.69 1.66  -0.106
C 0.79 3.25 3.53  0.065
C 1.75 3.62 4.39  -0.290
C 1.67 4.56 5.54  -0.017
C 3.77 1.64 2.25  -0.191
C 4.97 2.33 2.20  -0.053
C 6.00 1.86 1.39  -0.088
C 5.82 0.72 0.61  -0.081
C 4.61 0.03 0.67  -0.050
C 3.59 0.48 1.49  -0.025
H 4.55 1.87 4.79  0.083
H 3.06 1.68 5.74  0.102
H 4.03 3.17 5.87  0.087
H -0.23 3.60 3.48  0.120
H 0.74 5.11 5.50  0.084
H 2.50 5.27 5.50  0.088
H 1.72 4.03 6.49  0.083
H 5.09 3.24 2.77  0.108
H 6.93 2.40 1.35  0.099
H 6.61 0.37 -0.03  0.105
H 4.44 -0.86 0.07  0.078
H 2.65 -0.06 1.53  0.068

***

Record 5
Here is a 2-piece molecular cluster, C3H3Br2N3O overall in a non-equilibrium geometry from OMol25. Energies are from wB97M-V/def2-TZVPD.

## Properties
2S+1   1
Kohn-Sham gap (spin up / spin down)   7.8508 / 6.2427 eV
Charge   0
Molecular weight   256.885 g/mol
E_HOMO (spin up / spin down)   -0.3061 / -0.2838 Ha
Max |F|   2.6 eV/A

Each line ends with the Löwdin charge.
Geometry (Å):
C 1.96 -0.35 1.51  -0.476
C -0.44 0.96 -0.39  -0.256
C 2.01 -0.25 0.14  -1.202
N 1.83 -0.39 2.65  0.149
N -2.48 -0.30 -0.31  0.071
N -1.07 -0.15 -0.49  -0.032
O -0.38 2.11 -0.24  0.181
Br 3.21 1.03 -0.64  0.646
Br 1.71 -1.85 -0.89  0.675
H -2.79 0.24 0.49  0.100
H -2.99 -0.01 -1.14  0.094
H -0.58 -1.03 -0.67  0.049

***

Record 6
Here is C21H27NO2 as an isolated structure in a non-equilibrium geometry from OMol25. Energies are from wB97M-V/def2-TZVPD.

## Properties
2S+1   1
Kohn-Sham gap   8.7870 eV
Charge   0
Molecular weight   325.452 g/mol
E_HOMO   -0.3009 Ha
Max |F|   18.7 eV/A

Each line ends with the Löwdin charge.
Geometry (Å):
C -0.25 0.26 -5.24  -0.031
C 0.81 -0.06 -4.23  -0.176
N 0.93 0.91 -3.13  -0.176
C 2.23 1.15 -2.72  -0.177
H 2.10 1.98 -2.27  0.075
C 2.88 0.13 -1.92  -0.119
H 3.99 0.39 -1.87  0.149
H 2.68 -1.06 -2.27  0.203
O 2.31 0.09 -0.59  -0.042
C 2.59 -0.60 0.45  -0.233
C 3.78 -1.66 0.49  0.026
C 4.00 -2.53 1.47  -0.078
C 3.05 -2.27 2.54  -0.113
C 2.29 -1.21 2.85  -0.054
C 1.93 -0.53 1.63  -0.077
C 1.01 0.81 1.69  -0.296
O 1.08 1.92 1.38  0.150
C -0.42 0.31 2.13  -0.122
H -0.75 -0.70 1.67  0.165
H -0.28 -0.08 3.23  0.158
C -1.45 1.26 2.06  -0.296
C -2.63 0.96 2.54  -0.298
C -3.63 0.39 1.67  -0.101
C -4.83 0.02 1.99  -0.129
C -5.24 -0.44 3.39  -0.018
C -4.45 0.30 4.33  -0.075
C -3.30 0.86 3.74  -0.053
H -2.42 1.11 4.75  0.181
H -4.61 0.41 5.24  0.010
H -6.29 -0.47 3.62  0.080
H -5.59 -0.58 1.30  0.132
H -3.47 0.27 0.48  0.158
H -1.49 1.74 1.15  0.124
H -1.21 2.17 2.66  0.169
H 1.71 -1.04 3.63  0.059
H 3.54 -2.84 3.71  0.182
H 4.58 -3.34 1.40  0.061
H 4.21 -1.54 -0.49  0.077
H 3.05 1.33 -3.53  0.173
C 0.06 1.08 -2.36  -0.466
H 0.07 1.90 -1.57  0.167
C -0.40 -0.09 -1.76  -0.107
H -1.37 -0.04 -1.16  0.093
H 0.15 -0.70 -1.32  -0.031
H -0.87 -1.08 -2.54  0.179
H -1.13 1.48 -2.89  0.188
H 0.74 -1.01 -3.94  0.065
H 1.68 0.08 -4.91  0.135
H -0.19 1.08 -5.58  -0.021
H -1.04 0.02 -4.83  -0.021
H -0.15 -0.56 -6.09  0.155

***

Record 7
Here is a 2-piece molecular cluster, C14H23B2F12NO6Si2 overall in a non-equilibrium geometry from OMol25. Energies are from wB97M-V/def2-TZVPD.

## Properties
2S+1   1
Kohn-Sham gap   8.9864 eV
Charge   0
SMILES   CCB(O)[Si@@](N=C(C)C)(O[Si@@H](COC(F)(F)F)B(O)O)C(F)(F)C(F)(F)C(F)(F)C(F)(F)F.CC(C)=O
Molecular weight   607.111 g/mol
E_HOMO   -0.3299 Ha
Max |F|   1.0 eV/A

Each line ends with the Löwdin charge.
Geometry (Å):
C 1.58 -1.18 2.46  -0.104
C 0.05 -1.06 2.67  -0.185
B -0.74 -1.73 1.50  -0.450
O -1.41 -2.91 1.66  0.104
Si -0.85 -0.83 -0.31  0.540
N -2.40 -0.29 -0.67  0.074
C -3.59 -0.56 -0.32  -0.415
C -4.20 -1.90 -0.64  -0.021
C -4.46 0.45 0.36  -0.024
O 0.22 0.42 -0.36  -0.289
Si 0.07 1.97 -0.88  0.678
C -0.63 2.10 -2.63  -0.220
O 0.34 1.54 -3.54  -0.026
C 0.15 1.81 -4.83  -0.749
F 1.03 1.14 -5.55  0.185
F 0.30 3.13 -5.10  0.143
F -1.09 1.49 -5.25  0.155
B -0.91 3.19 0.43  -0.654
O -0.08 4.05 1.09  0.101
O -2.28 3.19 0.60  0.108
C -0.31 -1.98 -1.80  -0.396
F -0.34 -1.23 -2.94  0.079
F -1.23 -2.97 -1.97  0.059
C 1.10 -2.64 -1.73  -0.372
F 1.81 -2.00 -0.76  0.117
F 1.76 -2.48 -2.88  0.163
C 1.12 -4.15 -1.38  -0.358
F 0.72 -4.86 -2.44  0.171
F 0.29 -4.39 -0.35  0.155
C 2.51 -4.69 -0.95  -0.524
F 3.46 -4.33 -1.82  0.178
F 2.85 -4.24 0.27  0.167
F 2.46 -6.03 -0.90  0.174
H 1.91 -0.46 1.70  0.055
H 2.12 -0.95 3.39  0.075
H 1.88 -2.18 2.13  0.068
H -0.19 0.01 2.71  0.087
H -0.24 -1.50 3.64  0.100
H -1.25 -3.33 2.51  0.110
H -3.62 -2.68 -0.13  0.085
H -5.25 -1.98 -0.33  0.075
H -4.13 -2.08 -1.71  0.092
H -3.84 1.22 0.82  0.060
H -5.11 0.93 -0.38  0.097
H -5.11 -0.03 1.10  0.083
H 1.45 2.50 -0.97  0.024
H -0.76 3.17 -2.84  0.101
H -1.59 1.59 -2.76  0.096
H -0.49 4.60 1.77  0.106
H -2.60 3.61 1.40  0.104
C 2.89 3.57 3.83  -0.020
C 2.42 2.61 2.76  -0.493
O 1.40 1.97 2.89  0.060
C 3.28 2.51 1.52  -0.017
H 2.20 3.56 4.67  0.080
H 3.89 3.28 4.17  0.085
H 2.96 4.58 3.42  0.085
H 4.29 2.18 1.79  0.089
H 3.36 3.49 1.04  0.091
H 2.83 1.80 0.83  0.057

***

Which value of 2S+1 does entry 4 give?
2